Entry 1:
The following is a quantum chemistry calculation of an isolated molecule of C9H19ClOSi, from the OMol25 dataset.

Geometry (Å):
C  2.2016  0.8673  0.1911
C  1.5683  -0.2922  0.0619
C  -2.8549  -0.3443  -0.3128
C  -1.0724  1.1444  -1.2455
C  -1.2299  -1.1777  -1.8571
C  4.1392  2.2384  0.1337
C  -0.4255  -2.5971  1.0881
C  -0.6794  0.4116  2.1382
C  -1.3971  -0.2141  -0.7192
O  3.5684  0.9459  0.0062
Si  -0.1900  -0.7212  0.6532
Cl  2.5184  -1.6867  -0.2683
H  1.5814  1.6946  0.2893
H  -3.3108  -1.3031  -0.3588
H  -3.2743  0.0328  0.6531
H  -3.5046  0.2649  -1.0124
H  -0.4057  1.0777  -2.1272
H  -0.6584  1.8938  -0.6096
H  -2.0414  1.6010  -1.5290
H  -0.1385  -1.0895  -2.0819
H  -1.5200  -2.1184  -1.3642
H  -1.8774  -1.0195  -2.6803
H  5.1734  2.0349  0.2168
H  3.7472  2.9184  0.9424
H  3.8026  2.6244  -0.8960
H  -1.3608  -2.6755  1.5673
H  -0.4201  -3.3039  0.4016
H  0.3145  -2.9235  1.6971
H  0.2222  0.7316  2.6124
H  -1.2436  1.1671  1.6820
H  -1.2325  -0.1820  2.7277

## Properties
- Multiplicity: 3
- Orbital gap (alpha / beta): 5.7 / 7.6 eV

***

Entry 2:
The following is a quantum chemistry calculation of a cluster of 2 separate species, C4H10O2 in total, from the OMol25 dataset.

Geometry (Å):
C  0.0684  0.3262  1.6371
C  -0.8234  0.2148  0.4311
C  -0.8508  -1.2397  -0.0492
C  -0.2633  1.1372  -0.6600
O  -0.2182  0.8947  2.6545
H  1.0760  -0.1181  1.5035
H  -1.8307  0.5305  0.7021
H  -1.4755  -1.3489  -0.9391
H  -1.2605  -1.8901  0.7226
H  0.1604  -1.5780  -0.2915
H  -0.8731  1.0724  -1.5608
H  0.7651  0.8533  -0.8927
H  -0.2452  2.1745  -0.3262
H  0.7945  -1.2281  -2.6634
H  1.8523  -0.6450  -3.6196
O  1.7265  -0.9967  -2.7288

## Properties
- Multiplicity: 1
- Orbital gap: 10.4 eV
- SMILES: CC(C)C=O.O
- Relative energy (zero: lowest compared OMol25 entry of this formula, charge and spin): 16.4 kcal/mol

***

Entry 3:
The following is a quantum chemistry calculation of a structure of composition C43H36BrCoF10IN8S2, from the OMol25 dataset.

Geometry (Å):
Co  -0.6058  -0.4266  1.6850
C  -2.3401  -0.8925  4.2203
N  -2.3722  -0.5949  2.7935
C  -3.0296  0.7094  2.5616
C  -2.0408  1.8410  2.7675
N  -0.7608  1.4537  2.1760
C  0.2991  2.2495  2.5553
C  1.1069  2.8993  1.6155
F  0.8184  2.8080  0.3005
C  2.1862  3.6921  1.9531
F  2.9007  4.2958  0.9926
C  2.5088  3.9007  3.2744
F  3.5318  4.6915  3.6087
C  1.7421  3.2902  4.2441
F  2.0544  3.4540  5.5313
C  0.6819  2.4839  3.8828
F  0.0465  1.8400  4.8752
C  -3.0060  -1.6664  2.0101
C  -2.1384  -2.8993  2.0374
N  -0.7297  -2.5234  1.8694
C  0.1863  -3.5145  2.0852
C  -0.0385  -4.8600  2.5130
F  -1.2784  -5.3950  2.6442
C  0.9666  -5.7644  2.8113
F  0.6256  -6.9885  3.2306
C  2.2949  -5.4433  2.6927
F  3.2621  -6.3103  3.0188
C  2.5806  -4.1875  2.2113
F  3.8535  -3.8236  2.0257
C  1.5765  -3.2969  1.8998
F  2.0017  -2.1304  1.3712
H  -3.3581  -0.9815  4.6176
H  -1.8194  -0.0949  4.7500
H  -1.8258  -1.8371  4.3954
H  -3.8959  0.8358  3.2197
H  -3.3865  0.7145  1.5362
H  -1.9596  2.0774  3.8347
H  -2.4480  2.7396  2.2778
H  -3.1001  -1.2961  0.9872
H  -4.0073  -1.9081  2.3912
H  -2.4916  -3.5776  1.2507
H  -2.3075  -3.4058  2.9847
S  0.8123  -0.3848  -0.1545
C  0.4825  0.6795  -1.3870
N  1.4602  1.0584  -2.2121
C  1.2545  2.1533  -3.1602
C  -0.0670  1.9814  -3.8219
N  -1.1052  1.9263  -2.7950
C  -2.3042  2.7178  -3.0717
C  -1.9941  4.1917  -2.9502
C  -2.0755  5.0358  -4.0492
C  -1.7805  6.3898  -3.9220
C  -1.3952  6.9023  -2.6920
C  -1.2951  6.0575  -1.5899
C  -1.5940  4.7100  -1.7167
C  -0.9167  1.2611  -1.6409
S  -2.1215  1.0179  -0.5538
C  2.7854  0.4277  -2.2640
C  2.8755  -0.4846  -3.4666
C  3.7716  -0.2267  -4.4950
C  3.8296  -1.0629  -5.6062
C  2.9837  -2.1584  -5.6943
C  2.0780  -2.4180  -4.6693
C  2.0246  -1.5870  -3.5618
H  2.0531  2.1345  -3.8980
H  1.2850  3.1062  -2.6247
H  -0.0725  1.0575  -4.4080
H  -0.2696  2.8197  -4.4845
H  -3.0654  2.4226  -2.3617
H  -2.6577  2.4808  -4.0766
H  -2.3801  4.6371  -5.0123
H  -1.8474  7.0399  -4.7857
H  -1.1744  7.9576  -2.5886
H  -0.9824  6.4518  -0.6300
H  -1.5167  4.0485  -0.8570
H  2.9395  -0.1241  -1.3454
H  3.5372  1.2154  -2.3222
H  4.4373  0.6285  -4.4247
H  4.5340  -0.8532  -6.4028
H  3.0301  -2.8127  -6.5565
H  1.4140  -3.2733  -4.7340
H  1.3217  -1.7912  -2.7583
I  4.9673  -0.1491  4.7599
C  3.0121  -0.6052  4.3086
C  2.1505  -1.3975  5.0258
N  0.9855  -1.3795  4.3505
N  1.0321  -0.6220  3.2514
C  2.2678  -0.1521  3.2063
H  2.2849  -1.9533  5.9395
H  0.1319  -1.8567  4.5751
H  2.5937  0.4685  2.3821
Br  -3.0899  -6.0340  -3.4853
C  -2.5165  -4.5088  -2.5306
C  -3.3452  -3.4080  -2.4322
C  -2.8717  -2.3132  -1.7177
N  -1.6761  -2.2735  -1.1282
C  -0.8987  -3.3510  -1.2467
C  -1.2688  -4.4976  -1.9370
H  -4.3224  -3.3951  -2.8954
H  -3.4852  -1.4201  -1.6230
H  0.0718  -3.2953  -0.7565
H  -0.6027  -5.3475  -2.0046

## Properties
- Multiplicity: 2
- Orbital gap (alpha / beta): 5.9 / 5.8 eV